# C24H23CoF2N6O7

C24H23CoF2N6O7 as an isolated structure (the ωB97M-V functional and the def2-TZVPD basis, the OMol25 dataset).

```
! RIJCOSX wB97M-V def2-TZVPD def2/J DEFGRID3
* xyz -1 2
Co 0.473 0.469 0.003
C -2.614 1.032 0.877
C -2.145 1.484 -0.520
N -1.179 0.536 -1.128
C -1.798 -0.754 -1.369
C 0.001 -2.491 -0.554
N 0.111 -1.731 0.631
C -0.680 -2.020 1.816
C -1.868 -1.053 2.028
N -1.573 0.309 1.608
H -3.494 0.393 0.784
H -2.923 1.925 1.416
H -1.633 2.436 -0.429
H -3.021 1.609 -1.168
H -0.843 0.918 -2.005
H -2.494 -0.700 -2.198
H -2.347 -1.045 -0.480
H 0.965 -2.564 -1.044
H -0.412 -3.486 -0.391
H 1.079 -1.537 0.871
H -0.014 -1.949 2.677
H -1.062 -3.046 1.781
H -2.182 -1.108 3.076
H -2.718 -1.415 1.447
H -1.177 0.870 2.348
O 3.906 0.757 2.028
C 2.747 1.027 1.754
O 1.888 0.178 1.286
C 2.234 2.423 2.085
C 3.016 3.176 2.915
C 2.583 4.421 3.386
C 1.334 4.893 3.070
C 0.520 4.151 2.238
C 0.966 2.927 1.614
O 0.314 2.370 0.688
N -0.816 4.684 2.012
O -1.678 3.946 1.566
O -1.044 5.837 2.341
N 3.439 5.206 4.263
O 4.530 4.746 4.552
O 3.001 6.246 4.729
H 3.976 2.779 3.210
H 0.984 5.828 3.474
F 4.061 2.131 -3.166
C 3.010 1.278 -3.082
C 2.509 0.919 -1.849
C 1.429 0.034 -1.729
C 0.894 -0.547 -2.913
C 1.379 -0.050 -4.127
F 0.806 -0.422 -5.304
C 2.435 0.834 -4.248
C -0.071 -1.685 -2.947
C -0.022 -2.655 -3.915
C -0.838 -3.786 -4.004
C -1.831 -3.885 -3.028
C -1.938 -3.007 -2.000
N -0.923 -1.937 -1.726
H 2.967 1.353 -0.965
H 2.776 1.163 -5.221
H 0.724 -2.505 -4.684
H -0.744 -4.498 -4.812
H -2.571 -4.678 -3.064
H -2.667 -3.093 -1.204
*
```

* E_LUMO (spin up / spin down): 2.136 / 2.134 eV
* <S²>: 0.88
* max |F|: 0.83 eV Å⁻¹
* HOMO level (spin up / spin down): -3.89 / -3.89 eV
* orbital gap (spin up / spin down): 6.029 / 6.026 eV
* molar mass: 604.412 g/mol